Entry 1:
{"formula": "C23H29ClN4O9PdS", "method": "ωB97M-V/def2-TZVPD", "elements": ["Pd", "O", "Cl", "O", "O", "O", "N", "C", "C", "C", "C", "C", "C", "C", "C", "C", "C", "C", "C", "C", "H", "H", "H", "H", "H", "H", "H", "H", "H", "H", "C", "C", "O", "H", "H", "H", "H", "H", "H", "C", "C", "S", "O", "O", "C", "C", "N", "C", "N", "C", "C", "N", "O", "O", "C", "H", "H", "H", "H", "H", "H", "H", "H", "H", "H", "H", "H", "H"], "positions_angstrom": [[-0.19, 2.01, -1.38], [-1.76, 5.60, -1.17], [-1.25, 4.30, -1.23], [-0.45, 4.04, -2.45], [-0.35, 3.97, -0.11], [-2.28, 3.25, -1.22], [1.89, 1.77, -1.56], [2.94, 1.27, -1.11], [4.30, 1.50, -1.64], [4.53, 2.59, -2.48], [5.80, 2.79, -2.99], [6.83, 1.91, -2.67], [6.59, 0.82, -1.84], [5.32, 0.61, -1.31], [2.67, 0.41, 0.09], [1.75, -0.63, 0.00], [1.43, -1.36, 1.13], [2.02, -1.06, 2.35], [2.93, -0.01, 2.44], [3.26, 0.73, 1.31], [3.73, 3.28, -2.70], [6.00, 3.64, -3.63], [7.82, 2.07, -3.06], [7.39, 0.13, -1.60], [5.14, -0.24, -0.67], [1.31, -0.87, -0.96], [0.73, -2.19, 1.06], [1.78, -1.65, 3.22], [3.40, 0.22, 3.39], [3.98, 1.54, 1.38], [-1.73, -0.55, -4.78], [-1.75, 0.21, -3.47], [-0.44, 0.75, -3.17], [-2.70, -1.01, -4.96], [-0.97, -1.33, -4.76], [-1.53, 0.12, -5.62], [-1.98, -0.46, -2.64], [-2.48, 1.03, -3.50], [-0.11, 1.23, -3.94], [-3.39, -4.93, 1.05], [-2.68, -4.41, 2.29], [-2.26, -2.69, 2.19], [-1.38, -2.36, 3.29], [-1.82, -2.34, 0.86], [-3.79, -1.77, 2.45], [-3.50, -0.34, 2.92], [-2.34, 0.26, 2.21], [-2.31, 0.57, 0.86], [-1.06, 0.94, 0.50], [-0.29, 0.86, 1.57], [-1.11, 0.44, 2.67], [-0.65, 0.29, 4.05], [-1.47, 0.32, 4.93], [0.54, 0.14, 4.14], [-3.49, 0.56, -0.01], [-3.55, -6.00, 1.16], [-2.79, -4.75, 0.16], [-4.37, -4.46, 0.92], [-1.71, -4.89, 2.47], [-3.27, -4.52, 3.20], [-4.38, -2.27, 3.22], [-4.34, -1.80, 1.52], [-3.26, -0.32, 3.98], [-4.36, 0.31, 2.74], [0.76, 1.11, 1.61], [-4.39, 0.83, 0.53], [-3.61, -0.45, -0.41], [-3.33, 1.25, -0.84]], "nbo_charge": [1.316, -0.677, 2.484, -0.796, -0.818, -0.852, -0.333, 0.232, -0.087, -0.168, -0.199, -0.142, -0.204, -0.175, -0.103, -0.228, -0.152, -0.175, -0.208, -0.172, 0.224, 0.239, 0.239, 0.238, 0.224, 0.238, 0.236, 0.247, 0.250, 0.251, -0.647, -0.068, -0.747, 0.247, 0.231, 0.226, 0.179, 0.189, 0.512, -0.623, -0.655, 2.164, -0.958, -0.975, -0.685, -0.235, -0.342, 0.615, -0.556, 0.147, 0.379, 0.515, -0.294, -0.289, -0.719, 0.256, 0.238, 0.217, 0.276, 0.259, 0.280, 0.251, 0.289, 0.254, 0.288, 0.269, 0.288, 0.294], "max_force_ev_per_a": 0.63, "homo_lumo_gap_ev": [7.3271, 4.0197], "e_homo_ev": [-14.28, -14.20], "de_lowest_kcal_mol": 11.8, "multiplicity": 5, "charge": 2}

=====

Entry 2:
{"formula": "C47H95BeF6N5O19S3V2", "method": "ωB97M-V/def2-TZVPD", "elements": ["Be", "O", "V", "O", "O", "V", "O", "C", "F", "F", "F", "S", "O", "O", "O", "C", "F", "F", "F", "S", "O", "O", "O", "S", "O", "O", "O", "O", "C", "C", "C", "C", "C", "C", "N", "O", "C", "C", "C", "H", "H", "H", "H", "H", "H", "H", "H", "H", "H", "H", "H", "H", "H", "H", "H", "H", "H", "H", "C", "C", "C", "C", "C", "C", "N", "O", "C", "C", "C", "H", "H", "H", "H", "H", "H", "H", "H", "H", "H", "H", "H", "H", "H", "H", "H", "H", "H", "H", "C", "C", "C", "C", "C", "C", "N", "O", "C", "C", "C", "H", "H", "H", "H", "H", "H", "H", "H", "H", "H", "H", "H", "H", "H", "H", "H", "H", "H", "H", "C", "C", "C", "C", "C", "C", "N", "O", "C", "C", "C", "H", "H", "H", "H", "H", "H", "H", "H", "H", "H", "H", "H", "H", "H", "H", "H", "H", "H", "H", "C", "C", "C", "C", "C", "C", "N", "O", "C", "C", "C", "H", "H", "H", "H", "H", "H", "H", "H", "H", "H", "H", "H", "H", "H", "H", "H", "H", "H", "H"], "positions_angstrom": [[-1.90, -3.54, 1.24], [0.50, -2.72, -5.70], [1.37, -1.78, -4.72], [2.72, -1.39, -5.43], [-5.83, 3.99, -2.13], [-5.02, 3.43, -0.88], [-5.56, 4.20, 0.43], [-7.01, -2.17, -2.90], [-5.88, -1.87, -3.52], [-8.05, -1.50, -3.41], [-7.14, -3.39, -3.10], [-6.84, -1.70, -1.06], [-5.75, -2.58, -0.46], [-6.41, -0.30, -0.90], [-8.14, -1.95, -0.45], [3.44, -7.19, -1.72], [4.55, -6.99, -2.43], [2.45, -7.44, -2.61], [3.58, -8.14, -0.83], [3.18, -5.49, -0.89], [2.07, -5.50, 0.04], [4.48, -5.19, -0.32], [2.76, -4.60, -2.01], [-0.91, -0.02, -1.38], [-1.95, 0.96, -1.61], [-0.70, -0.28, 0.03], [-1.25, -1.31, -1.95], [0.32, 0.38, -2.06], [-2.99, -9.74, -0.37], [-3.98, -8.51, -0.18], [-5.44, -8.81, -0.67], [-6.46, -9.46, 0.31], [-6.40, -8.95, 1.73], [-4.99, -8.72, 2.28], [-4.15, -8.05, 1.18], [-2.94, -7.71, 1.75], [-5.14, -7.72, 3.48], [-4.47, -10.04, 2.79], [-3.41, -7.53, -1.16], [-1.93, -9.50, -0.28], [-3.17, -10.14, -1.37], [-3.30, -10.53, 0.30], [-5.87, -7.88, -1.06], [-5.52, -9.39, -1.59], [-6.33, -10.54, 0.34], [-7.44, -9.38, -0.16], [-6.98, -9.55, 2.43], [-7.00, -8.04, 1.81], [-5.37, -6.74, 3.05], [-5.92, -7.97, 4.20], [-4.29, -7.65, 4.15], [-4.94, -10.54, 3.64], [-4.48, -10.80, 2.02], [-3.45, -9.88, 3.15], [-2.34, -7.44, -1.03], [-3.91, -6.59, -1.41], [-3.55, -7.95, -2.16], [-2.62, -8.55, 2.08], [8.25, -1.88, 2.35], [8.17, -0.36, 2.09], [9.68, -0.03, 1.70], [9.86, 1.35, 1.24], [8.88, 1.38, 0.00], [7.32, 1.15, 0.18], [7.18, -0.08, 1.02], [5.85, -0.33, 1.35], [6.71, 2.45, 0.60], [6.76, 0.84, -1.15], [7.77, 0.43, 3.38], [8.52, -2.58, 1.56], [7.32, -2.22, 2.79], [8.91, -2.13, 3.17], [10.27, -0.03, 2.62], [10.15, -0.74, 1.02], [10.91, 1.47, 0.97], [9.59, 2.10, 1.98], [9.19, 0.61, -0.71], [8.96, 2.39, -0.38], [6.81, 3.24, -0.15], [5.71, 2.20, 0.95], [7.13, 2.75, 1.56], [6.85, -0.22, -1.38], [5.67, 0.95, -1.16], [7.24, 1.46, -1.90], [6.75, 0.13, 3.62], [7.97, 1.50, 3.37], [8.39, 0.16, 4.24], [5.91, -1.27, 1.20], [-3.66, 8.48, 0.20], [-2.08, 8.60, 0.33], [-1.87, 9.11, 1.78], [-0.42, 9.10, 2.29], [-0.14, 7.57, 2.44], [-0.34, 6.85, 1.05], [-1.59, 7.20, 0.28], [-1.71, 6.62, -0.95], [0.91, 7.16, 0.21], [-0.41, 5.38, 1.47], [-1.50, 9.60, -0.68], [-3.96, 7.63, -0.41], [-4.06, 9.37, -0.28], [-4.38, 8.32, 1.00], [-2.14, 10.16, 1.69], [-2.47, 8.75, 2.61], [-0.31, 9.69, 3.20], [0.33, 9.44, 1.57], [-0.77, 7.13, 3.20], [0.76, 7.19, 2.93], [1.87, 6.94, 0.69], [1.17, 6.54, -0.65], [0.80, 8.20, -0.09], [-1.22, 5.05, 2.13], [-0.49, 4.76, 0.57], [0.57, 5.19, 1.90], [-0.66, 10.19, -0.33], [-2.16, 10.39, -1.03], [-1.21, 9.19, -1.65], [-1.19, 7.22, -1.49], [-3.34, -1.65, 7.63], [-2.77, -1.01, 6.36], [-2.42, 0.47, 6.55], [-1.16, 0.70, 7.38], [-0.10, 0.04, 6.55], [-0.29, -1.46, 6.33], [-1.62, -1.71, 5.80], [-1.81, -3.04, 5.52], [0.82, -1.75, 5.27], [0.07, -2.27, 7.64], [-3.84, -0.92, 5.27], [-4.18, -1.08, 8.03], [-2.59, -1.71, 8.43], [-3.61, -2.70, 7.59], [-2.28, 0.96, 5.59], [-3.16, 1.10, 7.05], [-1.17, 0.23, 8.36], [-0.96, 1.77, 7.42], [0.85, 0.14, 7.06], [0.03, 0.60, 5.63], [1.78, -1.30, 5.52], [1.01, -2.76, 4.92], [0.72, -1.19, 4.34], [-0.34, -3.28, 7.73], [1.12, -2.45, 7.86], [-0.32, -1.76, 8.52], [-3.53, -0.49, 4.33], [-4.78, -0.46, 5.59], [-4.17, -1.92, 4.98], [-1.90, -3.47, 6.37], [3.37, 3.60, -6.80], [2.06, 3.91, -7.54], [2.14, 3.05, -8.88], [0.87, 3.05, -9.70], [-0.27, 2.47, -8.90], [-0.45, 3.32, -7.63], [0.85, 3.43, -6.84], [0.72, 3.99, -5.56], [-1.08, 4.73, -7.93], [-1.51, 2.60, -6.79], [2.06, 5.45, -7.97], [4.22, 4.13, -7.23], [3.42, 2.54, -6.56], [3.49, 4.10, -5.84], [3.01, 3.33, -9.47], [2.29, 2.00, -8.62], [1.03, 2.34, -10.51], [0.58, 3.97, -10.21], [-0.07, 1.41, -8.73], [-1.14, 2.47, -9.55], [-1.31, 5.26, -7.01], [-0.66, 5.47, -8.61], [-2.08, 4.62, -8.35], [-1.68, 2.98, -5.79], [-2.42, 2.59, -7.38], [-1.20, 1.60, -6.48], [3.08, 5.82, -8.11], [1.55, 6.06, -7.22], [1.65, 5.51, -8.97], [0.80, 3.19, -5.03]], "lowdin_charge": [0.796, -0.216, 1.304, -0.203, -0.198, 1.335, -0.212, -0.755, 0.126, 0.134, 0.217, 0.529, -0.377, -0.386, -0.324, -0.661, 0.116, 0.103, 0.158, 0.479, -0.338, -0.318, -0.388, 0.144, -0.322, -0.233, -0.216, -0.328, -0.020, -0.495, -0.114, -0.171, -0.165, -0.469, -0.100, -0.026, -0.032, -0.046, -0.062, 0.080, 0.079, 0.059, 0.112, 0.113, 0.101, 0.110, 0.120, 0.116, 0.086, 0.081, 0.072, 0.094, 0.074, 0.078, 0.082, 0.087, 0.084, 0.075, -0.051, -0.446, -0.186, -0.184, -0.105, -0.537, -0.129, 0.003, -0.045, -0.066, -0.020, 0.089, 0.075, 0.081, 0.116, 0.123, 0.112, 0.103, 0.115, 0.106, 0.095, 0.087, 0.072, 0.093, 0.085, 0.090, 0.078, 0.065, 0.075, 0.106, -0.028, -0.449, -0.147, -0.153, -0.145, -0.467, -0.151, -0.006, -0.032, -0.044, -0.028, 0.059, 0.070, 0.075, 0.117, 0.123, 0.110, 0.091, 0.105, 0.114, 0.089, 0.082, 0.071, 0.083, 0.074, 0.085, 0.080, 0.083, 0.077, 0.079, -0.016, -0.499, -0.152, -0.179, -0.183, -0.464, -0.130, -0.002, -0.043, -0.013, -0.046, 0.091, 0.067, 0.081, 0.119, 0.123, 0.106, 0.118, 0.122, 0.125, 0.080, 0.080, 0.076, 0.071, 0.083, 0.061, 0.085, 0.088, 0.077, 0.078, -0.055, -0.461, -0.133, -0.213, -0.153, -0.454, -0.106, -0.013, -0.036, -0.056, -0.015, 0.083, 0.082, 0.075, 0.121, 0.111, 0.111, 0.109, 0.119, 0.124, 0.081, 0.069, 0.074, 0.076, 0.090, 0.075, 0.070, 0.079, 0.058, 0.100], "max_force_ev_per_a": 4.83, "homo_lumo_gap_ev": 1.8413, "e_homo_ev": -7.78}

=====

Entry 3:
{"formula": "C20H58NO8", "method": "ωB97M-V/def2-TZVPD", "elements": ["C", "C", "C", "C", "C", "C", "C", "C", "C", "C", "C", "C", "C", "C", "C", "C", "C", "C", "C", "C", "N", "H", "H", "H", "H", "H", "H", "H", "H", "H", "H", "H", "H", "H", "H", "H", "H", "H", "H", "H", "H", "H", "H", "H", "H", "H", "H", "H", "H", "H", "H", "H", "H", "H", "H", "H", "H", "H", "H", "H", "H", "H", "H", "O", "H", "H", "O", "H", "H", "O", "H", "H", "O", "H", "H", "O", "H", "H", "O", "H", "H", "O", "H", "H", "O", "H", "H"], "positions_angstrom": [[8.49, -2.60, 0.02], [9.06, -1.33, -0.85], [7.90, -0.34, -1.47], [6.66, -0.01, -0.41], [6.29, 1.61, -0.34], [4.68, 1.90, -0.69], [3.91, 2.57, 0.60], [2.32, 2.16, 0.70], [1.44, 2.73, -0.58], [0.06, 1.83, -0.84], [-1.18, 2.92, -0.80], [-2.66, 2.25, -1.08], [-2.75, 1.34, -2.44], [-2.62, -0.28, -2.21], [-3.82, -0.93, -1.27], [-3.43, -2.37, -0.59], [-4.30, -2.52, 0.81], [-5.90, -2.22, 0.64], [-6.36, -0.68, 1.05], [-6.87, 0.19, -0.28], [-7.98, 1.13, 0.17], [8.72, -2.41, 1.17], [7.37, -2.86, -0.19], [9.14, -3.54, -0.30], [9.65, -1.76, -1.79], [9.81, -0.70, -0.18], [8.38, 0.69, -1.80], [7.48, -0.84, -2.46], [6.84, -0.44, 0.66], [5.72, -0.59, -0.85], [6.55, 1.96, 0.76], [6.94, 2.27, -1.07], [4.14, 0.92, -1.09], [4.68, 2.65, -1.62], [4.10, 3.74, 0.54], [4.43, 2.17, 1.59], [2.15, 1.00, 0.87], [1.87, 2.71, 1.66], [2.05, 2.84, -1.57], [1.11, 3.84, -0.27], [0.16, 1.29, -1.90], [0.01, 1.04, 0.04], [-1.02, 3.86, -1.48], [-1.20, 3.34, 0.32], [-3.41, 3.16, -1.22], [-2.98, 1.71, -0.09], [-3.80, 1.54, -2.94], [-1.93, 1.69, -3.23], [-2.75, -0.78, -3.28], [-1.53, -0.61, -1.86], [-4.84, -1.09, -1.84], [-4.03, -0.18, -0.40], [-2.29, -2.32, -0.26], [-3.52, -3.30, -1.30], [-3.79, -1.92, 1.70], [-4.20, -3.66, 1.13], [-6.46, -2.93, 1.42], [-6.34, -2.53, -0.42], [-7.23, -0.72, 1.83], [-5.47, -0.09, 1.54], [-7.20, -0.51, -1.17], [-5.99, 0.87, -0.67], [-8.13, 1.91, -0.51], [-5.50, 3.23, -0.30], [-6.00, 3.95, 0.11], [-5.38, 2.59, 0.41], [2.52, 4.54, 3.21], [3.05, 4.55, 2.40], [2.74, 3.70, 3.63], [-3.04, -5.34, 0.49], [-3.49, -5.63, -0.32], [-2.25, -4.88, 0.17], [-3.99, -1.56, 4.17], [-3.99, -1.39, 5.13], [-4.40, -2.44, 4.09], [-0.69, -6.88, -0.57], [-0.69, -6.70, 0.39], [-1.10, -7.75, -0.65], [-1.93, 0.48, 4.81], [-2.46, -0.31, 4.63], [-2.59, 1.14, 5.10], [4.76, -0.12, 2.49], [4.31, -0.41, 1.68], [5.55, 0.34, 2.17], [-0.28, 0.29, -4.09], [-0.45, -0.66, -3.95], [-0.85, 0.52, -4.83]], "lowdin_charge": [-0.163, -0.276, -0.220, -0.212, -0.203, -0.208, -0.234, -0.215, -0.212, -0.189, -0.221, -0.216, -0.204, -0.222, -0.203, -0.219, -0.230, -0.228, -0.224, -0.482, -0.249, 0.084, 0.080, 0.075, 0.105, 0.109, 0.097, 0.118, 0.092, 0.108, 0.104, 0.101, 0.117, 0.111, 0.115, 0.090, 0.114, 0.103, 0.101, 0.108, 0.094, 0.115, 0.110, 0.119, 0.100, 0.108, 0.120, 0.096, 0.103, 0.101, 0.119, 0.087, 0.104, 0.098, 0.103, 0.078, 0.092, 0.106, 0.081, 0.087, 0.063, 0.048, -0.119, -0.112, 0.039, 0.020, -0.071, 0.010, 0.040, -0.086, 0.051, 0.030, -0.066, 0.043, 0.056, -0.073, 0.034, 0.040, -0.069, -0.013, 0.039, -0.065, 0.038, 0.004, -0.088, 0.036, 0.046], "max_force_ev_per_a": 2.75, "homo_lumo_gap_ev": 3.3164, "e_homo_ev": -1.30, "charge": -1}